DFT (ωB97M-V/def2-TZVPD) results for an isolated molecule of C5H13NS2 in a non-equilibrium geometry.

Each atom is followed by the atoms it is bonded to, with distances in Å.
Positions of all 21 atoms, in Å:
1 C 2.071 0.045 1.583  C2 1.533, H9 1.056, H10 1.075, H11 1.123
2 C 1.578 -1.358 1.215  C1 1.533, C3 1.584, H12 1.099, H13 1.100
3 C 0.280 -1.669 2.069  C2 1.584, S4 1.800, H14 1.090, H15 1.166
4 S -1.090 -1.625 0.902  C3 1.800, S5 2.025
5 S -1.660 0.289 0.570  S4 2.025, C6 1.859
6 C -0.735 1.027 -0.863  S5 1.859, C7 1.511, H16 1.066, H17 1.184
7 C -1.212 0.715 -2.263  C6 1.511, N8 1.590, H18 1.125, H19 1.089
8 N -2.338 1.808 -2.518  C7 1.590, H20 0.978, H21 1.014
9 H 3.114 0.177 1.680  C1 1.056
10 H 1.648 0.421 2.497  C1 1.075
11 H 1.888 0.612 0.631  C1 1.123
12 H 2.462 -2.003 1.310  C2 1.099
13 H 1.478 -1.510 0.130  C2 1.100
14 H 0.273 -2.613 2.613  C3 1.090
15 H -0.015 -0.941 2.930  C3 1.166
16 H -0.689 2.066 -0.625  C6 1.066
17 H 0.379 0.666 -0.691  C6 1.184
18 H -0.335 0.796 -2.964  C7 1.125
19 H -1.542 -0.315 -2.388  C7 1.089
20 H -2.283 1.956 -3.484  N8 0.978
21 H -3.271 1.457 -2.333  N8 1.014

Properties
Multiplicity   1
Total charge   0
SMILES   CCCSSCCN
LUMO level   0.883 eV

Mulliken atomic charge list, values in e, 6 entries: C -0.899; C -0.444; C -0.635; S -0.143; S -0.090; C -0.395